Entry 1:
# C2H6

An isolated molecule of C2H6 in a non-equilibrium geometry (ωB97M-V/def2-TZVPD, the OMol25 dataset).

The geometry in XYZ format:
```
8
Properties=species:S:1:pos:R:3:forces:R:3:nbo_charge:R:1
C -0.615 -0.170 -0.342 -0.200 -1.954 -0.900 -0.698
C 0.639 0.152 0.329 -1.924 -15.349 -5.078 -0.502
H -1.490 0.349 -0.013 -1.787 -1.822 3.738 0.233
H -1.009 0.576 -0.989 1.931 0.331 -4.210 0.225
H -0.502 -1.358 -0.629 -1.605 3.463 0.335 0.236
H 0.867 0.871 0.706 3.410 16.269 6.827 0.135
H 1.526 0.053 -0.524 -1.569 -1.013 2.873 0.198
H 0.463 -0.386 1.532 1.744 0.076 -3.584 0.173
```
Forces are in eV/Å.

Calculated values
**DFT total energy**: -79.5891 Ha
**SMILES**: CC
**Energy relative to the best compared isomer or geometry (same formula, charge and spin)**: 532.4 kJ/mol

---

Entry 2:
# C3H5NSSi

An isolated molecule of C3H5NSSi in a non-equilibrium geometry (ωB97M-V/def2-TZVPD, the OMol25 dataset).

The geometry in XYZ format:
```
11
Properties=species:S:1:pos:R:3:forces:R:3:nbo_charge:R:1
C -1.231 1.167 0.104 -1.462 1.660 1.587 -0.273
C -2.552 0.621 0.124 2.859 -3.879 -1.453 -0.252
C 1.004 0.016 0.120 -3.215 0.414 1.100 0.028
N -0.066 0.514 0.234 1.518 -0.486 -1.241 -0.186
Si 2.483 -1.053 -0.142 -1.639 -0.822 -0.637 0.819
S -3.070 -0.954 -0.215 0.769 1.110 0.594 -0.189
H -1.259 2.276 0.345 0.834 -1.471 -0.446 0.220
H -3.305 1.296 0.154 -2.013 2.400 0.370 0.186
H 2.934 -0.162 -1.167 1.323 0.093 -0.554 -0.121
H 1.921 -2.366 -0.647 0.271 0.761 0.057 -0.102
H 3.140 -1.356 1.090 0.754 0.220 0.623 -0.129
```
Forces are in eV/Å.

Calculated values
**DFT total energy**: -859.6139 Ha
**Energy relative to the best compared isomer or geometry (same formula, charge and spin)**: 235.1 kJ/mol

---

Entry 3:
# C4H7AuO3

A structure of composition C4H7AuO3 in a non-equilibrium geometry (ωB97M-V/def2-TZVPD, the OMol25 dataset).

The geometry in XYZ format:
```
15
Properties=species:S:1:pos:R:3:forces:R:3:lowdin_spin:R:1
H 1.308 -2.075 -1.105 0.063 0.737 0.440 0.016
O -0.839 0.311 -0.446 1.470 0.189 1.078 0.065
C 0.423 0.049 -0.240 -4.749 0.240 -5.124 0.111
O 1.234 0.940 -0.525 -4.573 0.221 -1.944 0.321
Au 2.708 0.291 0.410 12.381 3.722 2.025 1.480
O 1.543 -1.021 0.847 -3.518 -6.772 2.026 0.818
C 0.828 -1.637 -0.210 -0.655 2.010 2.047 0.171
H 0.021 -2.222 0.276 0.352 0.280 -0.819 0.009
C -1.886 -0.379 0.275 -0.797 -0.989 0.560 0.005
H -2.087 -1.329 -0.235 0.024 0.237 -0.052 0.001
H -1.520 -0.601 1.286 -0.089 0.114 -0.197 0.000
C -3.104 0.508 0.308 -0.182 0.193 0.006 0.002
H -2.941 1.382 0.951 -0.036 -0.218 -0.218 0.000
H -3.372 0.845 -0.702 0.076 -0.117 0.267 0.000
H -3.946 -0.069 0.713 0.233 0.153 -0.093 0.001
```
Forces are in eV/Å.

Calculated values
**DFT total energy**: -517.3996 Ha
**Total charge**: +1
**Multiplicity**: 4
**Energy relative to the best compared isomer or geometry (same formula, charge and spin)**: 226.3 kJ/mol

---

Entry 4:
# C2

A cluster of 2 separate species, C2 in total in a non-equilibrium geometry (ωB97M-V/def2-TZVPD, the OMol25 dataset).

The geometry in XYZ format:
```
2
Properties=species:S:1:pos:R:3:forces:R:3:nbo_charge:R:1
C 0.000 0.000 1.314 0.000 0.000 -4.410 0.000
C 0.000 0.000 -1.314 0.000 0.000 4.410 0.000
```
Forces are in eV/Å.

Calculated values
**DFT total energy**: -75.6124 Ha
**Energy relative to the best compared isomer or geometry (same formula, charge and spin)**: 695.9 kJ/mol